[1]
156
Properties=species:S:1:pos:R:3 method="wB97M-V/def2-TZVPD" de_lowest_ev=2.2378 e_homo_ev=-8.4378 charge=0 lumo_ev=-2.64
C -19.662 -15.891 -4.560
C -19.083 -17.208 -4.065
O -18.483 -17.881 -4.845
N -19.222 -17.628 -2.831
C -19.818 -16.947 -1.763
H -19.118 -15.426 -5.382
H -19.640 -15.263 -3.669
H -20.684 -16.074 -4.892
H -18.759 -18.490 -2.581
H -19.589 -15.883 -1.823
H -19.544 -17.315 -0.775
H -20.887 -17.047 -1.951
C -10.704 -19.254 -7.859
C -10.048 -18.535 -6.595
O -8.869 -18.246 -6.632
N -10.722 -18.509 -5.482
C -10.115 -18.051 -4.246
H -9.982 -19.703 -8.541
H -11.447 -18.692 -8.425
H -11.378 -20.088 -7.662
H -11.643 -18.913 -5.390
H -9.572 -18.902 -3.834
H -10.903 -17.737 -3.561
H -9.476 -17.170 -4.304
C -16.639 -22.855 -2.932
C -15.228 -23.501 -3.040
O -14.238 -22.789 -2.673
N -15.187 -24.759 -3.536
C -13.924 -25.487 -3.710
H -17.401 -23.599 -3.166
H -16.665 -22.069 -3.686
H -16.801 -22.460 -1.930
H -16.027 -25.279 -3.747
H -13.088 -24.794 -3.810
H -13.758 -26.195 -4.522
H -13.629 -26.074 -2.840
C -16.164 -18.240 -6.829
C -15.155 -18.743 -5.904
O -13.952 -18.804 -6.224
N -15.613 -19.002 -4.738
C -14.798 -19.432 -3.617
H -16.371 -17.187 -6.641
H -17.058 -18.855 -6.730
H -15.824 -18.374 -7.857
H -16.583 -18.757 -4.599
H -13.853 -18.901 -3.508
H -14.654 -20.508 -3.724
H -15.299 -19.319 -2.656
C -14.170 -22.450 -6.258
C -12.718 -22.282 -5.905
O -11.926 -22.453 -6.876
N -12.333 -22.015 -4.672
C -11.065 -21.727 -4.202
H -14.524 -23.443 -6.536
H -14.322 -21.700 -7.035
H -14.641 -22.035 -5.367
H -13.075 -21.908 -3.996
H -10.379 -21.242 -4.896
H -10.584 -22.645 -3.865
H -11.051 -21.111 -3.303
C -10.161 -22.031 -10.346
C -11.299 -21.103 -10.642
O -11.381 -20.487 -11.714
N -12.352 -21.099 -9.813
C -13.574 -20.482 -10.121
H -10.545 -22.992 -10.006
H -9.454 -21.525 -9.687
H -9.594 -22.429 -11.187
H -12.321 -21.877 -9.169
H -14.290 -21.263 -10.378
H -13.366 -19.661 -10.807
H -13.891 -19.978 -9.209
C -17.479 -19.884 -10.603
C -18.149 -19.905 -11.856
C -19.057 -21.035 -12.162
O -19.662 -21.080 -13.187
C -19.272 -22.075 -11.105
C -18.700 -22.004 -9.888
C -17.768 -20.946 -9.494
O -17.152 -20.965 -8.468
H -16.685 -19.208 -10.321
H -17.796 -19.267 -12.653
H -19.944 -22.903 -11.275
H -18.993 -22.722 -9.135
C -13.569 -20.589 -0.400
C -12.843 -19.460 -0.207
C -12.997 -18.545 0.938
O -12.520 -17.459 0.994
C -13.758 -19.215 2.037
C -14.290 -20.438 1.856
C -14.512 -21.080 0.547
O -15.204 -22.023 0.416
H -13.277 -21.144 -1.279
H -12.118 -19.191 -0.961
H -13.651 -18.916 3.069
H -14.616 -21.066 2.672
C -13.491 -14.951 -10.299
C -12.666 -14.018 -9.772
C -12.220 -13.929 -8.352
O -11.595 -13.000 -7.812
C -12.593 -15.205 -7.658
C -13.454 -16.117 -8.198
C -14.043 -16.096 -9.560
O -14.777 -16.945 -10.032
H -13.732 -14.925 -11.352
H -12.468 -13.200 -10.449
H -12.338 -15.352 -6.619
H -13.749 -16.895 -7.509
C -18.959 -20.093 2.143
C -18.663 -20.112 0.819
C -17.630 -19.290 0.254
O -17.308 -19.281 -0.940
C -16.930 -18.434 1.250
C -17.189 -18.507 2.577
C -18.194 -19.329 3.216
O -18.598 -19.333 4.397
H -19.860 -20.532 2.547
H -19.256 -20.730 0.162
H -16.225 -17.763 0.783
H -16.679 -17.865 3.279
C -20.956 -16.626 -10.470
C -19.964 -16.095 -9.757
C -19.486 -16.558 -8.481
O -18.556 -16.102 -7.806
C -20.132 -17.829 -8.081
C -21.204 -18.387 -8.742
C -21.648 -17.873 -10.060
O -22.414 -18.394 -10.885
H -21.250 -16.163 -11.400
H -19.535 -15.201 -10.186
H -19.833 -18.295 -7.153
H -21.603 -19.348 -8.452
C -12.991 -15.109 -2.018
C -13.764 -14.915 -0.926
C -15.207 -15.344 -0.906
O -15.918 -15.214 0.079
C -15.656 -15.871 -2.216
C -14.843 -16.055 -3.268
C -13.460 -15.692 -3.277
O -12.688 -15.840 -4.229
H -11.975 -14.751 -1.941
H -13.309 -14.389 -0.101
H -16.686 -16.198 -2.220
H -15.348 -16.423 -4.150
C -19.351 -20.756 -4.358
C -19.705 -20.966 -5.640
C -20.978 -21.535 -5.998
O -21.435 -21.368 -7.139
C -21.686 -22.163 -4.892
C -21.230 -22.004 -3.605
C -20.052 -21.258 -3.181
O -19.695 -21.131 -2.048
H -18.426 -20.233 -4.165
H -19.146 -20.399 -6.369
H -22.571 -22.777 -4.973
H -21.760 -22.474 -2.790

[2]
102
Properties=species:S:1:pos:R:3 method="wB97M-V/def2-TZVPD" e_homo_ev=-10.1740 charge=0 lumo_ev=-0.26
C 3.248 0.180 -4.563
C 2.808 1.288 -3.494
O 2.870 0.946 -2.263
N 2.379 2.672 -3.782
C 3.082 3.277 -4.955
C 0.899 2.828 -3.839
C 0.328 2.985 -2.345
N -0.095 3.193 -1.227
C 0.100 1.602 -4.525
N -0.626 0.764 -3.489
C -1.087 2.277 -5.419
N -1.881 2.779 -6.193
H 2.733 0.285 -5.596
H 4.378 0.124 -4.760
H 2.939 -0.847 -4.126
H 4.127 3.613 -4.574
H 2.555 4.264 -5.264
H 3.223 2.582 -5.854
H 0.615 3.778 -4.435
H 0.713 0.970 -5.254
H -1.603 1.109 -3.488
H -0.669 -0.197 -3.878
C 2.320 6.320 0.184
Cl 0.743 7.042 0.570
Cl 2.951 5.466 1.611
Cl 2.131 5.172 -1.161
Cl 3.459 7.602 -0.288
C -0.089 3.083 2.683
Cl -0.395 1.824 3.898
Cl 0.204 4.634 3.501
Cl 1.339 2.644 1.714
Cl -1.505 3.234 1.623
C 1.736 -1.405 2.412
Cl 3.343 -1.854 1.799
Cl 0.747 -2.869 2.608
Cl 1.910 -0.593 3.983
Cl 0.946 -0.309 1.257
C -2.157 -5.616 2.427
Cl -2.980 -6.290 3.850
Cl -2.495 -6.636 1.010
Cl -2.747 -3.965 2.122
Cl -0.405 -5.572 2.720
C -1.107 -2.873 -6.061
Cl -1.048 -1.445 -7.118
Cl -0.068 -4.149 -6.730
Cl -0.534 -2.430 -4.437
Cl -2.779 -3.465 -5.958
C -3.207 7.361 0.424
Cl -3.135 8.780 -0.644
Cl -2.161 6.080 -0.222
Cl -2.651 7.815 2.051
Cl -4.882 6.771 0.513
C -5.045 -3.103 6.181
Cl -6.764 -3.231 5.746
Cl -4.619 -4.414 7.303
Cl -4.051 -3.232 4.713
Cl -4.748 -1.534 6.962
C -0.707 -9.161 -1.818
Cl -2.281 -8.444 -1.401
Cl -0.054 -10.024 -0.410
Cl -0.916 -10.301 -3.165
Cl 0.422 -7.870 -2.296
C 0.471 7.202 6.825
Cl -0.617 7.401 5.434
Cl 1.993 8.064 6.515
Cl -0.301 7.868 8.281
Cl 0.808 5.474 7.070
C 0.895 7.006 -6.281
Cl 2.503 6.555 -6.891
Cl -0.097 5.543 -6.087
Cl 1.064 7.818 -4.710
Cl 0.110 8.104 -7.436
C -3.398 -8.209 7.854
Cl -4.466 -7.997 6.446
Cl -1.867 -7.350 7.577
Cl -4.191 -7.545 9.300
Cl -3.073 -9.939 8.100
C -1.288 -9.808 3.506
Cl -2.376 -9.582 2.118
Cl 0.242 -8.955 3.203
Cl -2.054 -9.152 4.969
Cl -0.965 -11.541 3.731
C 5.617 -2.865 4.986
Cl 6.576 -2.407 3.561
Cl 4.210 -3.820 4.471
Cl 6.620 -3.834 6.088
Cl 5.064 -1.399 5.824
C 5.570 7.217 8.492
Cl 6.529 7.665 7.064
Cl 4.169 6.251 7.984
Cl 6.576 6.265 9.606
Cl 5.008 8.690 9.313
C -0.718 -8.292 -6.921
Cl -0.661 -6.861 -7.974
Cl 0.324 -9.565 -7.595
Cl -0.146 -7.858 -5.296
Cl -2.390 -8.887 -6.820
C -5.099 5.046 -6.228
Cl -5.652 5.086 -4.539
Cl -5.984 6.266 -7.170
Cl -3.359 5.397 -6.289
Cl -5.402 3.434 -6.913

[3]
18
Properties=species:S:1:pos:R:3 method="wB97M-V/def2-TZVPD" de_lowest_ev=5.6935 e_homo_ev=-14.2892 charge=+1 lumo_ev=-5.60 smiles="C=NC[N+]1=C=NCNC1"
C 0.364 1.189 0.088
C 2.637 0.825 -0.255
C -1.495 -0.449 -0.267
C -3.463 0.620 0.348
C 1.041 -1.059 0.005
N 1.470 1.632 0.200
N -2.307 0.754 -0.162
N -0.163 0.034 0.003
N 2.303 -0.435 0.352
H 2.771 0.606 -1.274
H 3.630 1.053 0.015
H -1.823 -1.363 0.446
H -1.334 -0.865 -1.381
H -3.945 1.513 0.264
H -4.010 -0.198 0.680
H 0.593 -1.882 0.601
H 1.230 -1.535 -1.029
H 2.501 -0.440 1.365

[4]
13
Properties=species:S:1:pos:R:3 method="wB97M-V/def2-TZVPD" de_lowest_ev=1.5795 e_homo_ev=-9.7349 charge=0 lumo_ev=0.94 smiles="NC(=O)C1CC1"
C -1.164 0.361 -0.123
C 0.224 -0.337 -0.077
C 1.445 0.243 0.738
C 1.431 0.299 -0.658
H -2.135 -1.470 -0.246
H -3.154 -0.146 0.037
H 0.148 -1.472 -0.051
H 1.116 1.158 1.185
H 2.044 -0.486 1.377
H 2.052 -0.484 -1.148
H 1.514 1.252 -1.174
N -2.185 -0.488 0.106
O -1.337 1.568 0.033

Computed gap between HOMO and LUMO (eV) in order:
5.795, 9.917, 8.692, 10.675